One molecule with the formula C2H7NO at a distorted geometry. Source: the OMol25 dataset; level of theory: wB97M-V/def2-TZVPD.

Output
E_tot ... -210.370775 Eh
SMILES string ... NCCO
Relative energy (zero: lowest compared OMol25 entry of this formula, charge and spin) ... 0.761 eV
HOMO-LUMO gap ... 10.50 eV
LUMO ... 0.92 eV
Total charge ... 0
HOMO ... -0.352 Ha

Element x y z (Å)
1 N -0.604 -0.096 -1.397
2 C 0.560 0.034 -0.529
3 C 0.424 0.178 1.008
4 O -0.624 -0.639 1.525
5 H -1.248 -0.832 -1.164
6 H -1.169 0.752 -1.396
7 H 1.166 -0.842 -0.783
8 H 1.172 0.883 -0.850
9 H 1.362 -0.246 1.364
10 H 0.311 1.236 1.270
11 H -1.348 -0.428 0.952

Mulliken atomic charge list, values in e, 6 entries:
1 N -0.63
2 C -0.39
3 C -0.42
4 O -0.50
5 H 0.23
6 H 0.23

A 2-piece molecular cluster, C34H25NO3S overall at a distorted geometry. Source: the OMol25 dataset; level of theory: wB97M-V/def2-TZVPD.

Output
E_tot ... -1989.134730 Eh
Relative energy (zero: lowest compared OMol25 entry of this formula, charge and spin) ... 0.277 eV
HOMO-LUMO gap ... 2.78 eV
LUMO ... -3.16 eV
Total charge ... 0
HOMO ... -0.218 Ha

Element x y z (Å)
1 C 6.238 -2.919 -2.581
2 C 5.695 -2.650 -1.322
3 C 4.473 -1.980 -1.212
4 C 3.809 -1.548 -2.360
5 S 2.291 -0.563 -2.197
6 C 1.139 -1.718 -1.646
7 C -0.216 -1.754 -2.033
8 C -0.882 -3.018 -2.128
9 C -2.249 -3.073 -2.301
10 C -3.025 -1.905 -2.374
11 C -4.456 -2.017 -2.357
12 N -5.615 -2.179 -2.305
13 C -2.371 -0.663 -2.421
14 C -0.989 -0.579 -2.296
15 O 2.535 0.435 -1.169
16 O 2.016 -0.150 -3.560
17 C 4.286 -1.929 -3.622
18 C 5.516 -2.585 -3.727
19 H 7.207 -3.415 -2.664
20 H 6.216 -2.961 -0.418
21 H 4.037 -1.783 -0.236
22 H 1.634 -2.596 -1.217
23 H -0.276 -3.928 -2.075
24 H -2.749 -4.036 -2.349
25 H -2.985 0.233 -2.519
26 H -0.480 0.385 -2.357
27 H 3.709 -1.707 -4.517
28 H 5.903 -2.844 -4.714
29 C -4.768 -1.898 4.646
30 O -4.524 -1.904 3.216
31 C -3.498 -1.120 2.789
32 C -3.233 -1.077 1.398
33 C -2.145 -0.374 0.944
34 C -1.360 0.429 1.803
35 C -0.452 1.400 1.259
36 C 0.704 1.951 1.934
37 C 1.119 3.132 1.220
38 C 2.053 4.007 1.755
39 C 2.549 3.752 3.041
40 C 2.222 2.561 3.705
41 C 1.322 1.637 3.147
42 C 0.233 3.305 0.083
43 C -0.737 2.240 0.108
44 C -1.856 2.316 -0.727
45 C -2.018 3.437 -1.548
46 C -1.067 4.474 -1.557
47 C 0.086 4.393 -0.764
48 C -1.603 0.343 3.196
49 C -2.710 -0.342 3.675
50 H -5.623 -2.563 4.768
51 H -3.896 -2.284 5.205
52 H -5.009 -0.884 5.008
53 H -3.891 -1.617 0.714
54 H -1.861 -0.410 -0.110
55 H 2.379 4.868 1.170
56 H 3.192 4.488 3.529
57 H 2.673 2.348 4.675
58 H 1.099 0.693 3.642
59 H -2.604 1.525 -0.725
60 H -2.898 3.512 -2.194
61 H -1.235 5.357 -2.177
62 H 0.863 5.160 -0.779
63 H -0.969 0.890 3.892
64 H -2.951 -0.298 4.740

Mulliken atomic charge list, values in e, 6 entries:
1 C -0.34
2 C -0.63
3 C -0.25
4 C -0.19
5 S 1.29
6 C -1.07

An isolated ion of composition C3IS2 and charge -1 at a distorted geometry. Source: the OMol25 dataset; level of theory: wB97M-V/def2-TZVPD.

Output
E_tot ... -1208.351331 Eh
SMILES string ... S=C([S-])C#CI
Relative energy (zero: lowest compared OMol25 entry of this formula, charge and spin) ... 0.154 eV
HOMO-LUMO gap ... 6.04 eV
LUMO ... 2.40 eV
Total charge ... -1
HOMO ... -0.134 Ha

Element x y z (Å)
1 S -1.252 1.743 -1.178
2 C -0.831 0.779 0.142
3 S -1.584 0.577 1.678
4 C 0.318 0.042 0.123
5 C 0.870 -0.953 -0.208
6 I 2.479 -2.188 -0.557

Charges obtained by Mulliken population analysis, quoted in units of e:
1 S -0.41
2 C -0.04
3 S -0.43
4 C 0.37
5 C -0.58
6 I 0.09

Cl2NO7Tl as an isolated structure at a distorted geometry. Source: the OMol25 dataset; level of theory: wB97M-V/def2-TZVPD.

Output
E_tot ... -1673.587891 Eh
HOMO-LUMO gap ... 4.70 eV
LUMO ... -5.26 eV
Total charge ... 0
HOMO ... -0.366 Ha

Element x y z (Å)
1 Tl -18.859 -21.194 -12.030
2 N -18.543 -24.009 -12.959
3 O -18.948 -22.901 -12.974
4 O -17.846 -24.301 -11.978
5 O -18.699 -24.679 -13.925
6 Cl -19.639 -21.815 -15.578
7 O -20.992 -21.404 -16.045
8 O -19.545 -23.231 -15.715
9 O -18.583 -21.168 -16.197
10 O -19.376 -21.628 -14.139
11 Cl -19.168 -26.545 -12.961

Mulliken atomic charge list, values in e, 6 entries:
1 Tl 0.45
2 N 1.50
3 O -0.38
4 O -0.59
5 O -0.47
6 Cl 1.75

An isolated ion of composition C4H9N4 and charge +1 at a distorted geometry. Source: the OMol25 dataset; level of theory: wB97M-V/def2-TZVPD.

Output
E_tot ... -376.430277 Eh
SMILES string ... [H]/N=C1/N=C[N+](C)(C)N1
Relative energy (zero: lowest compared OMol25 entry of this formula, charge and spin) ... 4.809 eV
HOMO-LUMO gap ... 9.54 eV
LUMO ... -4.90 eV
Total charge ... +1
HOMO ... -0.531 Ha

Element x y z (Å)
1 H -0.315 3.785 0.142
2 N 0.244 3.115 -0.390
3 C 0.499 1.913 -0.291
4 N 1.224 1.108 -1.046
5 C 0.942 -0.075 -1.141
6 N -0.093 -0.447 0.019
7 C -1.194 -1.317 -0.362
8 C 0.733 -1.062 1.129
9 N -0.508 0.711 0.523
10 H 1.254 -0.691 -2.024
11 H -1.496 -1.042 -1.400
12 H -0.674 -2.383 -0.363
13 H -1.901 -1.349 0.405
14 H 0.070 -1.441 1.947
15 H 1.498 -1.759 0.855
16 H 1.135 -0.191 1.660
17 H -1.418 1.126 0.338

Mulliken atomic charge list, values in e, 6 entries:
1 H 0.30
2 N -0.40
3 C 0.46
4 N -0.23
5 C 0.00
6 N 0.48